A single C2H2BrN2P molecule in a non-equilibrium geometry, computed with the ωB97M-V functional and the def2-TZVPD basis.

Element x y z (Å)
C (-0.790, -0.063, -0.906)
C (-0.479, 0.572, 0.233)
N (0.042, -1.149, -1.162)
N (0.911, -1.405, -0.276)
P (0.593, -0.555, 1.172)
Br (2.120, 0.835, 1.910)
H (-1.503, 0.297, -1.548)
H (-0.893, 1.469, 0.578)

electronic energy: -84416.060 eV
orbital gap: 8.0912 eV
ΔE to the lowest compared entry with this formula, charge and spin: 3.3 kcal per mole
SMILES: BrP1=CC=NN=1